C52H48BrMoN7O3S3 as an isolated structure. Source: the Open Molecules 2025 dataset; level of theory: the ωB97M-V functional and the def2-TZVPD basis.

Output
Highest occupied orbital energy (alpha / beta) ... -12.336 / -12.430 eV
Expectation value of S² ... 2.02
Energy above the lowest of the compared OMol25 structures with the same formula, charge and spin ... 0.4381 eV

```
! RIJCOSX wB97M-V def2-TZVPD def2/J DEFGRID3
* xyz 2 3
Mo -0.240 0.306 0.437
O 0.843 4.256 0.256
C 0.666 3.090 0.061
N 0.246 2.145 1.018
C 0.214 2.423 2.402
O 0.735 3.345 2.951
C -0.598 1.392 3.160
C -0.928 1.603 4.475
C -1.791 0.706 5.094
C -2.308 -0.341 4.354
C -1.915 -0.496 3.037
N -1.048 0.337 2.454
C 0.826 2.464 -1.301
C 1.219 3.228 -2.366
C 1.374 2.613 -3.603
C 1.143 1.255 -3.705
C 0.743 0.548 -2.585
N 0.566 1.141 -1.398
H -0.520 2.471 4.977
H -2.064 0.833 6.133
H -3.004 -1.049 4.785
H -2.284 -1.312 2.434
H 1.404 4.282 -2.205
H 1.677 3.188 -4.469
H 1.279 0.724 -4.638
H 0.598 -0.519 -2.633
C 4.686 -5.274 3.676
C 4.404 -3.965 4.431
C 5.738 -3.338 4.838
C 3.597 -4.270 5.702
C 3.589 -3.045 3.525
C 2.307 -3.419 3.129
C 1.579 -2.584 2.318
Br -0.145 -3.213 1.813
C 2.070 -1.364 1.850
O 1.248 -0.595 1.049
C 3.369 -0.982 2.183
C 4.069 -1.846 3.036
C 4.157 0.287 1.759
C 5.471 -0.140 1.075
C 3.444 1.219 0.781
C 4.470 1.109 3.023
H 5.298 -5.937 4.293
H 5.226 -5.080 2.745
H 3.762 -5.803 3.431
H 6.269 -4.020 5.505
H 5.598 -2.393 5.371
H 6.385 -3.158 3.973
H 4.205 -4.857 6.395
H 2.697 -4.850 5.484
H 3.298 -3.349 6.210
H 1.868 -4.354 3.452
H 5.063 -1.543 3.328
H 5.244 -0.642 0.130
H 6.078 -0.808 1.686
H 6.071 0.748 0.859
H 3.083 0.699 -0.104
H 4.158 1.981 0.458
H 2.629 1.743 1.275
H 5.158 0.589 3.693
H 3.555 1.328 3.580
H 4.930 2.061 2.742
S 0.734 -4.779 -2.179
C 0.628 -6.241 -3.038
C -0.618 -6.448 -3.550
C -1.506 -5.391 -3.227
C -0.918 -4.407 -2.477
C -1.549 -3.176 -1.974
C -0.807 -2.232 -1.244
N -1.335 -1.108 -0.765
C -2.634 -0.823 -1.038
C -3.455 -1.703 -1.724
C -4.831 -1.329 -1.934
C -5.303 -0.146 -1.496
C -4.443 0.795 -0.817
C -4.870 2.045 -0.350
C -3.979 2.894 0.269
C -2.647 2.455 0.384
N -2.210 1.275 -0.024
C -3.116 0.447 -0.611
C -4.345 4.217 0.798
C -3.550 5.113 1.460
C -4.241 6.292 1.847
C -5.549 6.264 1.473
S -5.945 4.826 0.655
C -2.886 -2.901 -2.178
H 1.494 -6.883 -3.121
H -0.894 -7.320 -4.128
H -2.542 -5.377 -3.542
H 0.249 -2.393 -1.042
H -5.482 -2.020 -2.457
H -6.338 0.128 -1.659
H -5.905 2.338 -0.490
H -1.917 3.122 0.817
H -2.496 4.963 1.666
H -3.785 7.119 2.374
H -6.303 7.021 1.631
H -3.513 -3.611 -2.707
C 6.761 -3.573 -3.713
C 5.322 -3.212 -3.894
C 4.623 -3.332 -5.055
C 3.271 -2.939 -5.052
N 2.658 -2.459 -3.978
C 3.344 -2.344 -2.816
S 2.676 -1.778 -1.374
N 4.663 -2.728 -2.818
C 2.449 -3.036 -6.299
H 7.164 -4.005 -4.625
H 6.878 -4.296 -2.902
H 7.347 -2.686 -3.460
H 5.098 -3.717 -5.946
H 5.142 -2.639 -1.933
H 2.924 -3.661 -7.053
H 2.313 -2.036 -6.718
H 1.462 -3.428 -6.059
*
```


C52H50HfN3O5P2S3 as an isolated structure. Source: the Open Molecules 2025 dataset; level of theory: the ωB97M-V functional and the def2-TZVPD basis.

Output
Highest occupied orbital energy ... -13.829 eV

```
! RIJCOSX wB97M-V def2-TZVPD def2/J DEFGRID3
* xyz 3 1
Hf -0.032 -0.495 -0.544
O -0.084 0.984 0.912
S 0.801 1.669 2.012
C 2.117 2.427 1.032
C 1.596 3.197 -0.179
C 2.567 3.163 -1.373
C 1.850 3.023 -2.713
S 1.456 1.314 -3.131
O 0.426 0.859 -2.014
C 0.544 1.487 -4.609
C -0.632 2.233 -4.673
C -1.272 2.339 -5.891
C -0.734 1.718 -7.019
C 0.437 0.980 -6.940
C 1.087 0.850 -5.721
C -0.132 3.088 2.499
C -1.157 3.603 1.717
C -1.827 4.728 2.171
C -1.464 5.320 3.376
C -0.436 4.789 4.144
C 0.234 3.652 3.715
H 2.762 1.590 0.755
H 2.672 3.040 1.746
H 1.377 4.226 0.104
H 0.648 2.760 -0.487
H 3.301 2.358 -1.267
H 3.153 4.082 -1.411
H 2.498 3.296 -3.552
H 0.939 3.619 -2.786
H -1.040 2.709 -3.789
H -2.185 2.912 -5.974
H -1.239 1.817 -7.971
H 0.846 0.504 -7.821
H 2.001 0.270 -5.643
H -1.425 3.139 0.776
H -2.634 5.147 1.585
H -1.991 6.199 3.721
H -0.164 5.249 5.084
H 1.017 3.214 4.325
C -2.704 0.481 -0.880
C -2.862 -0.797 -1.744
P -1.660 -1.245 -3.139
C -0.220 -2.148 -2.309
C 0.982 -2.114 -3.046
C 2.049 -2.963 -2.745
C 1.959 -3.824 -1.651
C 0.817 -3.821 -0.859
C -0.270 -3.013 -1.189
C -2.582 -2.666 -3.810
C -2.309 -4.011 -3.576
C -3.091 -4.990 -4.174
C -4.149 -4.634 -4.998
C -4.420 -3.294 -5.242
C -3.632 -2.313 -4.662
C -3.044 0.255 0.602
P -2.079 -1.199 1.208
C -1.524 -0.930 2.911
C -1.710 0.258 3.614
C -1.249 0.370 4.920
C -0.601 -0.696 5.527
C -0.422 -1.887 4.832
C -0.884 -2.006 3.531
C -3.289 -2.554 1.351
C -3.496 -3.578 0.426
C -4.489 -4.523 0.642
C -5.287 -4.455 1.773
C -5.096 -3.433 2.694
C -4.101 -2.492 2.490
H -3.327 1.283 -1.278
H -1.705 0.964 -0.976
H -3.768 -0.685 -2.345
H -3.072 -1.671 -1.128
H 1.027 -1.475 -3.923
H 2.970 -2.987 -3.334
H 2.787 -4.509 -1.490
H 0.736 -4.502 -0.019
H -1.197 -3.159 -0.655
H -1.473 -4.318 -2.962
H -2.862 -6.034 -4.007
H -4.752 -5.401 -5.465
H -5.232 -3.014 -5.899
H -3.829 -1.269 -4.888
H -4.107 0.044 0.720
H -2.809 1.142 1.188
H -2.240 1.094 3.173
H -1.420 1.286 5.471
H -0.257 -0.611 6.549
H 0.055 -2.731 5.314
H -0.782 -2.956 3.013
H -2.931 -3.661 -0.492
H -4.637 -5.312 -0.083
H -6.060 -5.194 1.936
H -5.718 -3.372 3.577
H -3.957 -1.714 3.229
O 4.114 -5.440 -2.815
S 5.319 -4.648 -3.036
O 4.986 -3.263 -3.404
O 6.381 -5.257 -3.764
C 5.914 -4.394 -1.316
N 7.100 -4.748 -0.843
C 7.389 -4.354 0.394
C 6.565 -3.511 1.153
C 5.378 -3.181 0.540
N 5.029 -3.670 -0.643
C 4.318 -2.152 0.784
C 3.269 -2.185 1.702
C 2.078 -1.577 1.361
N 1.915 -0.908 0.194
C 3.001 -0.723 -0.605
C 4.205 -1.280 -0.314
H 8.344 -4.678 0.789
H 6.877 -3.133 2.116
H 3.322 -2.784 2.601
H 1.202 -1.665 2.000
H 2.858 -0.171 -1.523
H 5.016 -1.200 -1.026
*
```